Record 1
This record from the OMol25 dataset describes a structure of composition C27H25BrClN4O3PrS2 in a non-equilibrium geometry. The level of theory is ωB97M-V/def2-TZVPD.

The spin multiplicity is 3. Its net charge is +2. Its HOMO-LUMO gap (spin up / spin down) is 0.2650 / 0.2660 Ha. The HOMO energy (spin up / spin down) comes out at -13.1 / -13.1 eV. As for the calculated total energy: -158803.1938 eV.

The geometry in XYZ format:
```
64
C27H25BrClN4O3PrS2 (ωB97M-V/def2-TZVPD)
Pr 0.2066 -0.7620 0.0125
C 0.5177 -2.1090 4.5742
C 0.5974 -3.4903 4.5327
C 0.4361 -4.1454 3.3209
C 0.2068 -3.4011 2.1775
N 0.1572 -2.0597 2.2125
C 0.2983 -1.4388 3.3868
C -0.0211 -4.0403 0.8444
C -0.3505 -5.3773 0.7119
C -0.5856 -5.8963 -0.5525
C -0.4856 -5.0707 -1.6602
C -0.1504 -3.7480 -1.4498
N 0.0751 -3.2422 -0.2320
H 0.6241 -1.5594 5.4983
H 0.7815 -4.0577 5.4356
H 0.5017 -5.2222 3.2746
H 0.2295 -0.3558 3.3764
H -0.4513 -6.0088 1.5820
H -0.8561 -6.9378 -0.6673
H -0.6688 -5.4346 -2.6608
H -0.0673 -3.0574 -2.2838
S -2.6252 -1.1970 -0.5403
C -3.1143 0.2924 0.0928
N -4.0073 1.0916 -0.4446
C -4.3737 2.3035 0.3016
C -3.1730 2.5929 1.1994
S -2.4848 0.9526 1.5682
H -4.5070 0.7953 -1.2731
H -5.2830 2.1211 0.8744
H -4.5509 3.1210 -0.3931
H -3.4678 3.0666 2.1319
H -2.4135 3.1947 0.6985
C -2.1739 4.4366 -2.2709
C -0.9713 4.4176 -1.3635
C -1.0080 5.0836 -0.1428
C 0.1020 5.1164 0.6886
Cl -0.0062 5.9448 2.2098
C 1.2919 4.5231 0.3089
C 1.3411 3.8482 -0.9030
C 0.2196 3.7762 -1.7048
O 0.3582 3.0952 -2.9085
C -0.3498 1.8852 -3.0312
C -0.0420 0.9310 -1.9062
O 0.4754 -0.2143 -2.1377
O -0.3413 1.2579 -0.7026
H -2.8719 5.2142 -1.9625
H -2.7179 3.4866 -2.2534
H -1.8954 4.6290 -3.3070
H -1.9076 5.6110 0.1541
H 2.1639 4.6001 0.9442
H 2.2569 3.3821 -1.2440
H -0.0643 1.4236 -3.9715
H -1.4295 2.0547 -3.0208
Br 2.5721 0.6305 1.2781
C 3.4799 -0.5954 0.1305
C 4.8343 -0.4537 -0.0664
C 5.4233 -1.3889 -0.9055
C 4.6471 -2.3855 -1.4816
C 3.2947 -2.4170 -1.2083
N 2.7096 -1.5192 -0.4014
H 5.3972 0.3371 0.4066
H 6.4860 -1.3339 -1.1025
H 5.0831 -3.1264 -2.1364
H 2.6479 -3.1704 -1.6381
```

Here are the Löwdin charges for atoms 1 to 5, given in e: atom 1 (Pr): 0.791, atom 2 (C): -0.009, atom 3 (C): -0.001, atom 4 (C): 0.025, atom 5 (C): -0.181


Record 2
This record from the OMol25 dataset describes a cluster of 2 separate species, C4H8O2 in total. The level of theory is ωB97M-V/def2-TZVPD.

The spin multiplicity is 1. Its energy above the lowest of the compared OMol25 structures with the same formula, charge and spin is 331.7 kJ/mol. Its net charge is 0. Its HOMO-LUMO gap is 0.3954 Ha. The HOMO energy comes out at -9.9 eV. As for the calculated total energy: -8369.8443 eV. Its SMILES is O=CC1COC1.[H][H].

The geometry in XYZ format:
```
14
C4H8O2 (ωB97M-V/def2-TZVPD)
O 1.9057 1.2596 -0.4469
C 1.1565 0.3140 -0.4238
C -0.1713 0.3274 0.2860
C -1.2164 0.8113 -0.7419
O -1.8770 -0.4559 -0.7462
C -1.0043 -0.9633 0.2719
H 1.3706 -0.6154 -0.9993
H -0.1308 0.8797 1.2284
H -1.8541 1.6306 -0.3978
H -0.7973 1.0616 -1.7258
H -1.5486 -1.1739 1.2006
H -0.4811 -1.8726 -0.0543
H 2.5128 -0.2983 1.1793
H 2.1352 -0.9049 1.3698
```

Here are the Löwdin charges for atoms 1 to 5, given in e: atom 1 (O): 0.026, atom 2 (C): -0.342, atom 3 (C): -0.224, atom 4 (C): -0.140, atom 5 (O): -0.102


Record 3
This record from the OMol25 dataset describes a structure of composition C35H39AlN6O3S. The level of theory is ωB97M-V/def2-TZVPD.

The spin multiplicity is 1. Its net charge is +2. Its HOMO-LUMO gap is 0.2695 Ha. The HOMO energy comes out at -13.7 eV. As for the calculated total energy: -69431.2973 eV.

The geometry in XYZ format:
```
85
C35H39AlN6O3S (ωB97M-V/def2-TZVPD)
Al -0.3749 -0.1284 -2.5104
C -4.1149 -3.7309 1.8870
C -3.1888 -3.2188 0.8218
C -1.8907 -3.6882 0.7000
C -1.0539 -3.2677 -0.3433
C 0.2843 -3.7306 -0.6024
N 1.2185 -3.9968 0.2499
C 1.2328 -3.7564 1.7094
C 0.9204 -2.3130 2.0733
C 1.8940 -1.2529 1.5618
N 1.3965 0.0121 2.0697
C 1.1572 2.4780 1.7790
C 1.7730 1.9925 0.4937
C 2.8957 2.8606 0.0080
C 3.2411 3.3632 -1.1933
C 4.5059 4.1758 -1.3094
C 2.5530 3.2036 -2.4923
C 1.2665 2.8747 -2.6393
C 0.5516 2.4771 -3.8409
N -0.2859 1.5086 -3.7920
C -1.1299 1.2959 -4.9716
C -2.5190 1.7864 -4.6009
C -3.2861 0.8037 -3.7332
N -2.4856 -0.0033 -2.7569
C -3.2439 -0.7380 -2.0204
C -2.8000 -1.7766 -1.1113
C -3.6213 -2.2585 -0.0985
C -1.5081 -2.3086 -1.2716
O -0.7160 -1.8845 -2.2113
C 0.4552 2.6158 -1.4351
O -0.5694 3.1775 -1.1629
H -3.5843 -4.3500 2.6081
H -4.9099 -4.3367 1.4511
H -4.5859 -2.9106 2.4288
H -1.5388 -4.4296 1.4056
H 0.5733 -3.8231 -1.6444
H 2.0891 -4.3315 -0.1445
H 2.2323 -4.0410 2.0356
H 0.5364 -4.4424 2.1874
H 0.8986 -2.2785 3.1672
H -0.0829 -2.0410 1.7455
H 1.9026 -1.2161 0.4662
H 2.9175 -1.4896 1.8902
H 1.2588 -0.0429 3.0740
H 1.6031 3.3650 2.2086
H 3.5631 3.1374 0.8193
H 4.8937 4.4553 -0.3329
H 4.3318 5.0882 -1.8802
H 5.2765 3.6068 -1.8334
H 3.1644 3.3821 -3.3706
H 0.7231 3.0004 -4.7815
H -1.1393 0.2308 -5.2261
H -0.7204 1.8337 -5.8277
H -3.1055 1.9454 -5.5068
H -2.4238 2.7557 -4.1092
H -3.7701 0.0722 -4.3830
H -4.0708 1.3270 -3.1851
H -4.3253 -0.6012 -2.0895
H -4.6280 -1.8634 -0.0064
C 2.1714 -1.4269 -3.0672
O 1.2514 -0.3823 -2.9740
H 2.8000 -1.4848 -2.1679
H 2.8364 -1.2793 -3.9197
H 1.6803 -2.3990 -3.1993
S -0.7277 3.0375 3.6928
C -0.2471 2.2803 2.1322
C -1.1649 1.5046 1.5275
C -1.0929 0.7010 0.3294
N -0.1881 0.5502 -0.5783
C 0.9767 1.4169 -0.6462
C 2.0614 1.2322 1.7654
C -0.3686 1.5760 4.6627
C 0.9103 1.3493 5.1545
C 1.1668 0.1456 5.7991
N 0.2515 -0.8023 5.9772
C -0.9834 -0.5461 5.5565
C -1.3467 0.6212 4.8984
H -2.1353 1.4436 2.0042
H -1.9891 0.1106 0.1720
H 1.6914 0.8890 -1.2766
H 3.0549 1.3952 2.1823
H 1.6887 2.0918 5.0392
H 2.1573 -0.0643 6.1869
H -1.7248 -1.3128 5.7507
H -2.3664 0.7781 4.5753
```

Here are the Löwdin charges for atoms 1 to 5, given in e: atom 1 (Al): 0.149, atom 2 (C): -0.028, atom 3 (C): -0.234, atom 4 (C): 0.045, atom 5 (C): -0.104


Record 4
This record from the OMol25 dataset describes an isolated molecule of C4H5N3 in a non-equilibrium geometry. The level of theory is ωB97M-V/def2-TZVPD.

The spin multiplicity is 1. Its energy above the lowest of the compared OMol25 structures with the same formula, charge and spin is 196.3 kJ/mol. Its net charge is 0. Its HOMO-LUMO gap is 0.3771 Ha. The HOMO energy comes out at -9.8 eV. As for the calculated total energy: -8697.7780 eV. Its SMILES is N#C[C@H]1CN=CN1.

The geometry in XYZ format:
```
12
C4H5N3 (ωB97M-V/def2-TZVPD)
N 1.7805 -1.2615 1.5269
C 1.4302 -0.4362 0.7924
C 0.6374 -0.0075 -0.5584
C -0.6112 -0.9233 -0.5254
N -1.4983 -0.2195 0.4067
C -1.0251 0.9570 0.5208
N 0.0563 1.2706 -0.3209
H 1.2791 -0.0506 -1.4489
H -1.1250 -1.1470 -1.4756
H -0.2671 -1.8552 -0.0919
H -1.3803 1.6901 1.2381
H 0.7233 1.9831 -0.0640
```

Here are the Löwdin charges for atoms 1 to 5, given in e: atom 1 (N): 0.130, atom 2 (C): -0.140, atom 3 (C): -0.267, atom 4 (C): -0.180, atom 5 (N): 0.059


Record 5
This record from the OMol25 dataset describes a structure of composition C15H15N4O5SV in a non-equilibrium geometry. The level of theory is ωB97M-V/def2-TZVPD.

The spin multiplicity is 4. Its net charge is -1. Its HOMO-LUMO gap (spin up / spin down) is 0.1883 / 0.2636 Ha. The HOMO energy (spin up / spin down) comes out at -2.3 / -4.4 eV. As for the calculated total energy: -68521.5557 eV.

The geometry in XYZ format:
```
41
C15H15N4O5SV (ωB97M-V/def2-TZVPD)
V 1.0960 0.0013 -0.9024
O 0.4458 3.8404 -1.7335
C 0.2476 2.8064 -1.1402
O 0.2486 1.6183 -1.7546
C -0.2587 2.6115 0.2773
C -1.3578 1.5825 0.3601
C -2.0893 1.5185 1.7204
C -1.0660 1.0194 2.7642
C 0.1101 0.7219 1.8297
O -0.4155 0.2596 0.5852
C 0.7548 2.1452 1.4125
C 2.2042 1.7372 1.0939
O 3.2166 2.3458 1.3489
O 2.2596 0.5528 0.4704
H -0.8052 3.4976 0.6759
H -2.0742 1.3440 -0.4329
H -2.3481 2.5811 1.9906
H -3.0618 0.9166 1.6667
H -0.7595 1.6744 3.5330
H -1.4461 0.0870 3.1792
H 0.8482 0.0395 2.2863
H 0.7524 2.8122 2.2425
N 4.7296 -2.2277 -1.2339
C 3.4907 -1.7074 -1.1655
S 3.0591 -0.4892 -2.2791
N 2.7094 -2.2699 -0.2482
N 1.4306 -2.0180 -0.4956
C 0.3454 -2.6762 -0.0665
C -0.8268 -2.2051 -0.7196
C -2.1421 -2.5849 -0.4522
C -3.1905 -2.0861 -1.1788
C -2.9401 -1.0841 -2.0598
C -1.6203 -0.6139 -2.2094
N -0.6234 -1.1266 -1.4764
H 5.4893 -2.0059 -1.8541
H 4.9781 -2.7851 -0.4188
H 0.2801 -3.4739 0.6960
H -2.4568 -3.4362 0.2292
H -4.1667 -2.5512 -0.9952
H -3.6642 -0.6404 -2.7644
H -1.3830 0.2689 -2.7809
```

Here are the Löwdin charges for atoms 1 to 5, given in e: atom 1 (V): 0.749, atom 2 (O): 0.074, atom 3 (C): -0.553, atom 4 (O): -0.186, atom 5 (C): -0.112


Record 6
This record from the OMol25 dataset describes a cluster of 4 separate species, C10H27NO11S3 in total in a non-equilibrium geometry. The level of theory is ωB97M-V/def2-TZVPD.

The spin multiplicity is 1. Its energy above the lowest of the compared OMol25 structures with the same formula, charge and spin is 0.0 kJ/mol. Its net charge is 0. Its HOMO-LUMO gap is 0.3981 Ha. The HOMO energy comes out at -10.6 eV. As for the calculated total energy: -67321.9680 eV. Its SMILES is CCOS(C)(=O)=O.CCOS(C)(=O)=O.CCOS(C)(=O)=O.C[N+](=O)[O-].

The geometry in XYZ format:
```
52
C10H27NO11S3 (ωB97M-V/def2-TZVPD)
C -17.8006 19.0516 -15.5807
C -18.5173 18.5719 -16.8081
O -19.9549 18.8419 -16.6822
S -20.4528 20.1886 -17.3240
C -22.1524 20.0133 -16.9232
O -19.9099 21.2807 -16.5748
O -20.2683 20.1422 -18.7340
H -16.7207 18.9880 -15.7522
H -17.9745 18.4624 -14.6780
H -18.0050 20.0867 -15.3282
H -18.1687 19.1130 -17.6881
H -18.4362 17.4987 -16.9429
H -22.2626 20.1844 -15.8597
H -22.5120 19.0444 -17.2588
H -22.6657 20.7615 -17.5274
C -19.0874 23.0585 -13.2832
C -18.3860 23.5962 -14.5036
O -17.2050 22.7477 -14.7091
S -16.5436 22.6978 -16.1604
C -15.2112 23.8447 -15.8732
O -15.9446 21.4144 -16.2768
O -17.4544 23.2417 -17.1030
H -18.4867 23.1017 -12.3742
H -19.3255 22.0041 -13.4610
H -20.0498 23.5499 -13.1439
H -19.0410 23.4625 -15.3621
H -18.0286 24.6209 -14.4217
H -14.5649 23.3785 -15.1331
H -15.6158 24.7776 -15.4989
H -14.6854 23.9004 -16.8248
C -15.3916 21.1557 -12.1598
C -16.5689 20.2093 -12.4894
O -16.8061 19.3727 -11.3460
S -18.2758 18.8258 -11.1169
C -18.8414 19.9060 -9.8407
O -19.0296 19.0249 -12.3107
O -18.1570 17.5328 -10.5520
H -15.7421 22.1769 -12.0115
H -14.6325 21.1243 -12.9424
H -14.8284 20.8900 -11.2615
H -17.3897 20.8462 -12.7957
H -16.2020 19.6318 -13.3350
H -18.2968 19.6299 -8.9430
H -19.9071 19.7188 -9.7282
H -18.6671 20.9449 -10.1069
C -13.3616 19.4444 -16.4376
N -12.6351 20.6722 -16.0340
O -12.9457 21.2162 -14.9928
O -11.7376 21.0384 -16.7795
H -12.5991 18.7230 -16.7215
H -14.0284 19.6130 -17.2740
H -13.8911 19.0588 -15.5722
```

Here are the Löwdin charges for atoms 1 to 5, given in e: atom 1 (C): -0.087, atom 2 (C): -0.203, atom 3 (O): -0.259, atom 4 (S): 0.549, atom 5 (C): -0.118